# 1
64
Properties=species:S:1:pos:R:3:forces:R:3:nbo_charge:R:1 method="wB97M-V/def2-TZVPD" total_energy_ha=-1835.48377 smiles="O=C(NC1CCCCC1)[C@H](c1ccc2ncccc2c1)N(Cc1ccccc1)C(=O)c1cccs1" lumo_energy_ev=0.3 homo_lumo_gap_ev=9.0121 largest_force_ev_per_a=0.7
S -2.50268 2.57897 0.66728 0.19 0.22 -0.44 0.443
O -1.59846 0.47692 -2.14420 -0.12 0.01 -0.21 -0.635
O -0.53258 -2.48453 1.09240 0.14 -0.13 0.45 -0.643
N -0.18049 0.31534 -0.39587 0.21 -0.22 -0.12 -0.415
N -2.02836 -1.99223 -0.52722 -0.41 -0.10 -0.21 -0.615
N 5.75987 -1.78016 -0.64520 0.44 0.11 -0.33 -0.404
C 1.62767 -1.32279 -0.67805 -0.07 -0.23 0.30 -0.080
C 0.97540 2.17172 0.72970 0.18 0.09 0.15 0.076
C -5.17923 -4.05389 -0.12822 -0.12 0.19 -0.27 -0.396
C 4.27676 -2.72821 1.52441 0.25 -0.02 -0.02 -0.126
C 4.41921 -1.64275 -0.63440 -0.50 -0.16 0.41 0.140
C 2.17168 4.66558 0.43994 0.01 0.12 0.02 -0.222
C 1.28812 4.43595 1.47991 0.04 0.08 0.04 -0.205
C 2.47279 3.64309 -0.44406 0.05 -0.05 -0.07 -0.193
C 0.31505 0.82427 0.86984 0.03 0.17 0.38 -0.277
C 3.61800 -2.10452 0.44440 0.35 0.16 -0.34 -0.114
C -3.94360 -3.48018 -0.81537 0.09 -0.19 0.34 -0.400
C 6.33280 -2.36121 0.37044 0.09 -0.01 -0.01 0.060
C 0.14815 -1.06352 -0.78228 -0.12 -0.20 -0.02 -0.162
C -0.81043 -1.95005 0.03812 0.19 0.14 -0.57 0.689
C -5.35201 -1.99681 1.29084 -0.12 0.18 -0.25 -0.397
C 0.69521 3.19452 1.62552 0.06 -0.17 0.01 -0.234
C 5.63814 -2.85913 1.48842 -0.33 -0.03 0.13 -0.268
C 3.78690 -1.02716 -1.73527 -0.22 0.07 -0.08 -0.207
C 1.88133 2.40209 -0.29811 0.02 -0.03 0.08 -0.253
C -1.77000 4.62496 -0.68152 -0.08 0.08 0.09 -0.248
C -4.11515 -1.42046 0.60925 0.09 -0.26 0.28 -0.404
C -2.50807 4.27651 0.40068 -0.07 -0.33 0.16 -0.406
C -3.19322 -2.54657 0.13313 -0.09 0.07 -0.04 -0.061
C -6.09821 -2.93128 0.34368 0.07 -0.18 0.27 -0.396
C -1.18704 3.51003 -1.32312 0.03 -0.36 0.04 -0.217
C 2.43047 -0.87934 -1.75352 0.22 -0.03 -0.05 -0.146
C 2.22111 -1.92340 0.40213 -0.12 -0.04 -0.12 -0.128
C -1.46784 2.33365 -0.69914 -0.62 0.34 0.20 -0.296
C -1.09515 0.96842 -1.14250 -0.01 0.03 -0.22 0.666
H -0.56729 3.57585 -2.19867 0.12 -0.03 -0.17 0.234
H -0.50025 0.87717 1.60117 0.19 -0.04 0.00 0.210
H 1.94734 -0.41834 -2.60443 -0.03 0.06 -0.10 0.209
H -3.28039 -4.28606 -1.13508 0.05 0.05 -0.07 0.215
H 4.40505 -0.68882 -2.55194 0.07 0.02 -0.09 0.228
H -4.41486 -0.81828 -0.25250 0.01 0.08 -0.07 0.198
H 1.04597 0.10063 1.24059 -0.17 0.09 -0.01 0.245
H 1.05486 5.22650 2.17769 -0.02 0.08 0.06 0.213
H -5.04718 -2.55086 2.18128 -0.01 -0.01 0.10 0.196
H -2.20336 -1.43909 -1.35709 0.21 0.05 0.01 0.423
H -3.57173 -0.77106 1.29941 0.06 0.05 -0.04 0.211
H -4.24543 -2.91740 -1.70224 0.00 0.03 -0.11 0.194
H -6.45204 -2.36469 -0.52058 -0.07 0.03 -0.05 0.194
H 0.00315 3.02022 2.43699 -0.10 -0.02 0.05 0.212
H 3.17124 3.81238 -1.25014 0.07 0.02 -0.07 0.213
H -3.06680 4.90678 1.06313 -0.11 0.19 0.11 0.238
H 6.18065 -3.33202 2.29261 0.03 -0.03 0.06 0.220
H -6.00810 -1.18444 1.60908 0.01 -0.02 0.10 0.210
H -1.64431 5.63760 -1.01910 0.00 0.19 -0.03 0.229
H 2.62801 5.63693 0.32097 0.04 0.09 -0.01 0.213
H -0.13745 -1.14413 -1.83866 0.06 0.01 0.29 0.256
H 2.11869 1.60509 -0.98719 0.02 -0.05 -0.09 0.218
H -2.82042 -3.10879 0.99563 -0.09 0.04 -0.09 0.226
H -4.86902 -4.65359 0.73020 0.00 -0.09 0.04 0.196
H 1.62281 -2.29090 1.22196 -0.08 0.03 0.02 0.246
H -5.71364 -4.70867 -0.81914 0.02 -0.08 0.05 0.210
H 7.41083 -2.44977 0.31556 0.09 -0.04 0.07 0.190
H 3.69449 -3.09348 2.35906 -0.03 -0.03 0.07 0.217
H -6.97015 -3.35223 0.84785 -0.07 0.03 -0.05 0.208

# 2
17
Properties=species:S:1:pos:R:3:forces:R:3:nbo_charge:R:1 method="wB97M-V/def2-TZVPD" total_energy_ha=-346.86360 lumo_energy_ev=1.1 homo_lumo_gap_ev=9.9592 largest_force_ev_per_a=0.6
O -1.66016 0.31559 1.03531 -0.06 0.07 0.01 -0.514
O 1.83010 -0.13371 0.53560 0.05 0.49 -0.32 -0.541
C -1.20281 -1.08093 1.05180 0.12 -0.25 0.23 -0.090
C 0.95650 2.02030 -0.07891 -0.08 -0.05 0.07 -0.735
C -1.91426 0.12142 -0.30800 -0.08 0.04 -0.21 0.121
C 1.84839 0.82013 -0.20925 0.00 -0.21 0.21 0.456
C -1.53365 -1.15213 -0.41634 -0.04 0.08 -0.06 -0.350
H -1.82324 -1.66883 1.73368 0.08 0.07 -0.10 0.192
H 0.20630 1.84889 0.69652 0.13 0.07 -0.11 0.253
H -2.31198 0.92730 -0.91664 0.04 -0.15 0.07 0.194
H 2.56841 0.84625 -1.05462 -0.05 -0.03 0.08 0.103
H -0.14546 -1.11917 1.32229 -0.17 -0.02 -0.03 0.224
H 1.56575 2.90111 0.15990 -0.05 -0.14 -0.04 0.236
H 1.45533 -2.25915 -0.41856 -0.02 -0.11 -0.05 0.021
H 0.46814 2.22032 -1.04029 0.09 -0.04 0.12 0.230
H 1.22176 -2.87315 -0.77024 0.03 0.02 0.02 -0.025
H -1.48066 -1.90377 -1.18848 0.00 0.16 0.12 0.226

# 3
12
Properties=species:S:1:pos:R:3:forces:R:3:nbo_charge:R:1 method="wB97M-V/def2-TZVPD" total_energy_ha=-190.47350 smiles="[H]/N=C/N.C" lumo_energy_ev=1.1 homo_lumo_gap_ev=10.4292 largest_force_ev_per_a=2.7
N -0.08989 0.48233 1.08434 0.56 1.18 0.46 -0.868
N -0.79477 1.20298 -1.01971 0.55 0.31 -0.43 -0.679
C 1.54397 -1.94463 -0.30420 -0.03 0.49 -0.69 -0.843
C -1.05028 0.81191 0.15972 -1.88 -1.39 -1.29 0.278
H -0.05675 -0.33957 1.65082 -0.75 0.01 0.11 0.396
H 1.80326 -2.97771 -0.44110 0.26 -0.51 0.49 0.208
H 1.09067 -1.66650 -1.24804 -0.15 0.36 -0.16 0.220
H 2.41402 -1.30660 -0.15431 0.03 -0.19 0.06 0.214
H -1.58429 1.27477 -1.69190 0.38 0.19 1.34 0.351
H 0.60769 1.16417 1.30607 0.40 0.01 -0.32 0.395
H 0.81570 -1.75096 0.46798 0.02 -0.38 0.17 0.197
H -2.10793 0.57115 0.41680 0.63 -0.09 0.25 0.130

# 4
80
Properties=species:S:1:pos:R:3:forces:R:3:lowdin_charge:R:1 method="wB97M-V/def2-TZVPD" spin_multiplicity=2 total_charge=-2 total_energy_ha=-8359.53412 lumo_energy_ev="4.3 / 4.3" homo_lumo_gap_ev="5.9033 / 5.9088" largest_force_ev_per_a=0.3
Te -3.60351 0.32956 -0.54222 -0.02 0.09 -0.17 0.973
As -1.27386 0.09246 2.99983 -0.01 -0.06 0.00 1.166
As 1.90252 0.09287 2.08081 0.02 0.01 -0.01 1.144
Cu -1.80101 2.26630 -0.32178 -0.10 0.00 0.13 0.269
S -2.82945 3.58070 1.68828 -0.17 0.03 0.29 0.237
O -3.16933 3.61734 0.19854 0.12 -0.27 -0.05 -0.471
O -2.94183 4.90599 2.27656 0.05 -0.02 -0.10 -0.373
O -3.68678 2.58809 2.35234 0.06 0.09 -0.06 -0.421
O -1.40099 3.08601 1.67652 0.07 -0.01 -0.15 -0.464
C 2.68068 -2.44104 -1.80891 0.01 -0.01 -0.01 -0.109
C -0.19304 1.50266 -1.16158 -0.07 0.02 0.14 -0.181
C 1.28872 4.32410 -3.20634 0.02 0.02 -0.01 -0.106
C 1.97261 -2.21967 5.65126 0.01 0.00 0.01 -0.122
C 1.72585 -0.15427 -3.04396 -0.01 0.01 0.02 -0.034
C 1.17040 -0.53997 -1.82068 -0.02 0.00 0.00 -0.209
C -0.32224 -1.73075 5.16429 -0.02 0.03 0.04 -0.126
C 0.38885 3.39945 -2.69942 -0.02 0.00 0.04 -0.049
C -2.87265 -1.00064 3.30973 -0.03 0.01 0.01 -0.336
C 2.97299 3.49705 -1.71924 0.02 0.01 -0.01 -0.099
C 0.04106 -0.94839 4.07204 -0.02 -0.02 0.02 -0.420
C -2.68758 0.88162 -3.70015 0.00 -0.03 -0.01 -0.102
C -1.60357 1.38901 4.43218 0.01 -0.01 0.03 -0.291
C 1.65728 -1.70847 -1.22808 -0.04 -0.03 0.01 -0.068
C 0.62743 -2.37199 5.94878 0.00 0.00 0.00 -0.118
C -2.47043 -2.32327 -1.65531 0.02 0.00 0.01 -0.334
C 1.54166 1.96181 2.55516 0.03 0.02 -0.02 -0.324
C 0.76648 2.48113 -1.71299 -0.02 0.03 -0.07 -0.253
C 3.85360 0.19561 2.38310 0.01 0.01 0.00 -0.360
C 0.05805 0.18702 -1.16904 0.10 0.04 0.01 -0.141
C 2.35259 -1.44555 4.56239 0.01 -0.04 -0.03 -0.136
C -2.76297 -0.98938 -1.99163 0.02 0.04 0.05 -0.532
C -1.83271 -1.40595 -4.18749 0.03 -0.01 0.01 -0.036
C 3.23857 -2.03043 -3.01308 0.00 0.00 0.00 -0.129
C -1.87453 -3.16281 -2.59025 0.00 0.02 0.00 -0.040
C -2.74003 -2.86137 -0.27570 0.00 0.01 -0.03 -0.117
C 1.40328 -0.81942 3.75580 -0.04 0.03 0.01 -0.435
C -2.43274 -0.53646 -3.27828 -0.07 -0.02 -0.01 -0.321
C -0.87468 -3.64324 -4.84954 0.00 0.00 0.01 -0.069
C 2.74849 -0.88547 -3.62896 0.00 0.00 -0.01 -0.102
C -1.54289 -2.72106 -3.86381 0.01 -0.02 -0.03 -0.293
C 2.59005 4.38034 -2.72203 -0.02 -0.02 0.01 -0.126
C 2.07665 2.56402 -1.22557 -0.02 -0.04 -0.02 -0.047
H -3.12359 -1.08786 4.36865 0.02 0.00 0.00 0.006
H 1.33964 0.72478 -3.54231 -0.01 0.02 -0.01 0.113
H 2.19751 2.58050 1.93879 0.00 0.01 0.02 0.012
H -2.41341 1.03070 -4.74711 0.00 0.00 -0.01 0.068
H 3.29001 5.11162 -3.10911 0.00 0.00 0.00 0.082
H 4.10600 0.70602 3.31494 -0.01 -0.02 0.00 0.019
H 4.29943 -0.79927 2.37290 0.01 0.00 -0.01 0.004
H -3.68119 -0.48723 2.78902 0.00 -0.01 -0.01 -0.002
H -1.37137 -1.83572 5.41811 0.00 0.00 -0.01 0.081
H -3.79955 -2.79451 -0.02246 -0.01 0.01 0.02 0.059
H 2.72798 -2.70550 6.25930 0.00 0.01 0.00 0.087
H -2.74471 -1.99145 2.87210 -0.01 0.01 0.00 0.008
H -2.37622 2.06701 4.07585 -0.03 0.00 0.00 -0.003
H -0.59776 -3.10722 -5.75829 0.01 0.00 -0.01 0.064
H -2.10639 1.56364 -3.07662 0.01 0.01 -0.01 0.029
H -1.92226 0.86809 5.33852 0.03 0.00 0.00 0.017
H -2.41966 -3.90269 -0.19803 0.00 -0.01 0.00 0.065
H 0.31745 -2.97846 6.79285 0.00 0.00 0.00 0.088
H -1.53301 -4.46928 -5.13309 0.00 -0.01 -0.01 0.067
H 3.04323 -3.33862 -1.31993 0.00 0.00 0.00 0.089
H -2.21273 -2.26746 0.47468 0.01 0.01 0.01 0.040
H 1.22096 -2.03079 -0.28899 0.01 0.01 -0.03 0.090
H 3.16011 -0.56273 -4.57891 0.00 0.00 0.00 0.090
H 1.75641 2.14560 3.60944 0.00 0.00 -0.02 0.026
H 3.40772 -1.34548 4.33968 0.00 0.00 0.00 0.069
H -0.62627 -0.46452 -0.63234 0.03 0.02 0.02 0.060
H -3.73418 1.15298 -3.55225 -0.01 0.01 0.01 0.056
H 2.38198 1.86493 -0.45664 0.01 -0.02 0.03 0.089
H -0.68836 1.94510 4.63027 0.00 0.02 -0.03 0.018
H -1.63897 -4.18509 -2.30493 0.00 0.00 0.01 0.106
H -1.56779 -1.03181 -5.17276 0.00 0.00 -0.01 0.103
H -0.63260 3.38181 -3.06217 0.00 0.00 -0.02 0.102
H 0.96744 5.01725 -3.97604 0.00 -0.01 0.01 0.090
H 4.03742 -2.60193 -3.47184 0.00 0.00 0.00 0.082
H 0.51054 2.23127 2.31887 0.03 0.01 0.03 -0.031
H 4.27017 0.75634 1.54458 0.00 0.02 0.02 0.003
H 0.03388 -4.07725 -4.42621 0.02 0.01 0.00 0.070
H 3.98116 3.53369 -1.32007 -0.01 0.00 -0.01 0.091

# 5
9
Properties=species:S:1:pos:R:3:forces:R:3:nbo_charge:R:1 method="wB97M-V/def2-TZVPD" total_energy_ha=-192.73180 smiles="C#CC1=CC1" lumo_energy_ev=0.7 homo_lumo_gap_ev=9.5721 largest_force_ev_per_a=5.0
C 1.20097 0.87580 -0.05765 -1.05 1.53 -0.41 -0.136
C 0.08339 0.23887 0.07851 0.22 0.62 -0.10 -0.124
C -1.27654 0.10917 0.12176 -3.26 -0.56 -0.22 0.047
C -2.46392 -0.14912 -0.00874 4.84 0.97 0.85 -0.220
C 1.27662 -0.60348 0.02519 0.18 0.89 0.32 -0.380
H 1.40233 -1.32651 -0.71224 0.60 -0.71 -1.72 0.190
H 1.54445 1.90708 0.00835 0.47 -0.64 -0.40 0.234
H -3.37697 -0.20810 -0.41228 -3.04 -0.37 -0.74 0.215
H 1.60967 -0.84372 0.95710 1.04 -1.74 2.42 0.173

# 6
55
Properties=species:S:1:pos:R:3:forces:R:3:nbo_charge:R:1 method="wB97M-V/def2-TZVPD" total_energy_ha=-1393.77323 smiles="CCN(C(=O)CCc1nc(-c2ccc(OC)cc2)no1)c1cc(OC)ccc1OC" lumo_energy_ev=0.7 homo_lumo_gap_ev=8.7004 largest_force_ev_per_a=1.2
O 2.52079 0.22956 -2.04753 -0.16 -0.34 0.18 -0.504
O 1.92523 -3.44640 -3.45694 0.03 -0.18 -0.25 -0.629
O -0.19192 -0.88940 2.63339 0.04 0.27 -0.04 -0.498
O -2.17548 -1.99489 -0.38243 0.28 -0.34 -0.70 -0.289
O -2.24090 5.30492 1.90258 0.11 -0.12 -0.29 -0.489
N -1.43854 -0.16492 -1.33020 0.08 -0.17 -0.39 -0.525
N 1.93655 -2.35515 -1.49064 0.26 0.03 0.44 -0.485
N -2.50682 -0.96583 0.45221 -0.36 0.78 0.75 -0.176
C -2.24059 4.01527 1.47778 0.06 -0.15 -0.14 0.320
C -1.53586 -1.45259 -1.42697 -0.22 0.55 0.30 0.560
C 3.18343 -3.00216 -1.10188 0.26 -0.37 -0.02 -0.216
C -2.71794 2.93194 2.21276 -0.03 0.36 0.21 -0.331
C 1.44489 -2.59807 -2.72962 -0.41 0.22 -0.34 0.705
C 0.22816 -1.79661 -3.16874 0.09 -0.11 -0.11 -0.494
C -1.65965 2.52917 -0.32497 -0.14 -0.14 0.15 -0.145
C -1.71107 3.79784 0.20159 -0.05 0.20 0.19 -0.265
C -2.13708 1.44434 0.41132 -0.20 0.50 0.38 -0.161
C 1.49191 -1.32442 -0.62042 0.05 0.44 -0.12 0.186
C 0.81108 0.65024 1.19181 -0.05 -0.33 0.16 -0.223
C -0.65118 -2.19071 2.91842 -0.07 -0.20 0.02 -0.254
C 1.83902 0.00697 -0.88520 0.03 -0.26 0.04 0.250
C 2.82691 1.55686 -2.39656 0.07 0.21 -0.06 -0.248
C -2.77142 5.60135 3.17253 -0.09 0.04 0.22 -0.253
C 0.79874 -1.65389 0.53620 -0.10 0.08 0.21 -0.314
C 1.47883 0.98643 0.03246 0.16 -0.02 -0.19 -0.273
C 0.45745 -0.67012 1.45926 0.20 0.17 -0.09 0.283
C -2.04818 0.11054 -0.13422 -0.07 -1.16 -0.32 0.324
C 3.01025 -4.01274 0.02532 0.06 0.19 -0.16 -0.616
C -2.66472 1.65868 1.68032 0.16 -0.09 -0.39 -0.084
C -1.07216 -2.31591 -2.53520 0.01 -0.14 -0.05 -0.467
H 1.92204 2.16554 -2.49042 0.02 -0.01 0.01 0.176
H -3.82837 5.32545 3.24048 0.04 0.00 0.00 0.178
H 3.50299 2.01927 -1.67009 -0.04 -0.01 -0.02 0.176
H -1.37319 -2.53091 2.17156 0.04 0.01 0.02 0.193
H -1.14489 -2.11946 3.88591 0.02 -0.07 -0.05 0.200
H 0.35007 -0.74186 -2.93225 -0.01 0.02 -0.06 0.248
H -2.67314 6.67962 3.28762 -0.03 -0.09 0.04 0.202
H 3.32426 1.49610 -3.36323 -0.02 0.08 0.06 0.203
H -2.21193 5.10042 3.96881 -0.03 0.01 -0.03 0.177
H -0.95736 -3.33661 -2.16548 -0.06 0.00 -0.06 0.241
H 2.24906 -4.74311 -0.23811 -0.08 -0.10 -0.01 0.210
H -1.86468 -2.32873 -3.28911 0.03 -0.06 0.07 0.248
H 0.54047 1.40936 1.90753 -0.06 0.13 0.09 0.232
H -3.12930 3.07068 3.20005 -0.03 0.04 0.08 0.221
H 2.72898 -3.51987 0.95299 -0.02 -0.03 0.11 0.204
H 3.89786 -2.22753 -0.80545 -0.04 -0.01 -0.07 0.192
H 3.94902 -4.53627 0.18664 0.09 -0.07 0.07 0.215
H 3.55315 -3.50844 -1.99657 0.02 0.14 0.16 0.243
H -3.02306 0.81311 2.24522 -0.05 -0.07 0.11 0.224
H -1.34855 4.65045 -0.35089 0.04 0.09 -0.08 0.225
H -1.25247 2.35183 -1.30771 0.06 0.01 -0.10 0.234
H 1.72246 2.02159 -0.14190 0.04 0.12 -0.05 0.226
H 0.17517 -1.91156 -4.25160 0.07 0.01 0.12 0.241
H 0.52492 -2.68512 0.69149 0.00 -0.10 0.02 0.234
H 0.17678 -2.90427 2.98809 0.00 0.03 0.00 0.170